1.
Molecular formula: C25H43AsMoNO5Si4Te
Method: DFT, ωB97M-V/def2-TZVPD

Structure (XYZ):
```
81
Properties=species:S:1:pos:R:3:mulliken_charge:R:1
Mo 1.137 -2.527 0.361 0.663
O 1.162 -4.971 6.034 -0.456
C 1.197 -4.353 4.869 0.843
C 2.341 -3.722 4.349 -0.491
C 2.225 -3.111 3.123 0.244
N 1.085 -3.081 2.448 -0.490
C 0.019 -3.748 2.895 0.771
C 0.013 -4.390 4.103 -0.638
C -1.051 -3.814 1.842 -0.078
O -2.142 -4.246 1.928 -0.459
O -0.528 -3.283 0.654 -0.559
C 3.344 -2.531 2.302 0.181
O 4.451 -2.310 2.633 -0.455
O 2.865 -2.309 1.009 -0.490
H 2.010 -4.965 6.500 0.342
H 3.293 -3.738 4.863 0.481
H -0.850 -4.943 4.450 0.617
C -0.962 3.869 5.386 -0.941
Si -0.785 5.197 4.153 0.541
C -2.258 6.070 3.537 -0.949
C 0.883 5.676 3.602 -0.933
Si -1.231 1.458 0.245 0.148
Te 0.645 0.051 -0.225 0.212
Si -0.927 3.340 -1.237 0.338
C -1.070 2.548 -2.916 -0.736
C -2.346 4.488 -0.862 -0.851
C 0.748 4.089 -0.910 -0.902
Si -3.120 0.213 1.053 0.316
C -3.503 -0.841 -0.436 -0.978
C -4.494 1.389 1.485 -1.017
C -2.478 -0.771 2.502 -0.503
H -0.657 4.273 6.361 0.378
H -0.286 3.037 5.178 0.350
H -1.988 3.514 5.481 0.366
H -2.517 6.836 4.284 0.388
H -3.126 5.414 3.461 0.360
H -2.081 6.590 2.596 0.341
H 1.360 6.238 4.416 0.377
H 0.869 6.317 2.721 0.363
H 1.516 4.803 3.427 0.356
H -2.031 2.055 -3.069 0.344
H -0.274 1.824 -3.091 0.064
H -0.983 3.335 -3.671 0.419
H -3.311 3.981 -0.903 0.317
H -2.370 5.285 -1.610 0.392
H -2.247 4.963 0.116 0.125
H 1.499 3.345 -0.639 0.325
H 0.704 4.841 -0.121 0.215
H 1.098 4.591 -1.815 0.359
H -3.901 -0.254 -1.265 0.374
H -4.271 -1.567 -0.151 0.411
H -2.634 -1.400 -0.786 0.224
H -4.672 2.119 0.694 0.322
H -4.304 1.924 2.417 0.299
H -5.422 0.826 1.618 0.382
H -1.495 -1.187 2.273 -0.260
H -3.157 -1.599 2.719 0.359
H -2.394 -0.162 3.404 0.409
C 3.367 -1.227 -2.541 -1.116
As 1.964 -2.499 -2.173 0.765
C 2.765 -4.188 -2.652 -1.221
C 0.560 -2.166 -3.498 -0.803
C 1.119 -2.170 -4.891 0.513
C 1.609 -0.995 -5.456 -0.266
C 2.149 -1.003 -6.733 -0.698
C 2.206 -2.187 -7.455 -0.493
C 1.714 -3.360 -6.901 -0.658
C 1.173 -3.352 -5.624 -0.377
H 3.750 -1.430 -3.540 0.434
H 4.159 -1.351 -1.805 0.395
H 2.982 -0.210 -2.499 0.324
H 3.124 -4.125 -3.678 0.443
H 2.033 -4.990 -2.571 0.385
H 3.602 -4.387 -1.984 0.411
H 0.115 -1.204 -3.237 0.255
H -0.193 -2.942 -3.355 0.570
H 1.552 -0.064 -4.901 0.332
H 2.517 -0.084 -7.170 0.419
H 2.623 -2.193 -8.453 0.412
H 1.741 -4.281 -7.468 0.421
H 0.770 -4.268 -5.206 0.423
```

Output
* frontier orbital gap (alpha / beta): 5.46 / 5.54 eV
* spin multiplicity: 1
* net charge: +3
* HOMO energy (alpha / beta): -0.5436 / -0.5441 hartree

2.
Molecular formula: C25H43Br10I2N2O6S2
Method: DFT, ωB97M-V/def2-TZVPD

Structure (XYZ):
```
90
Properties=species:S:1:pos:R:3:mulliken_charge:R:1
C -1.490 -1.740 -1.446 -1.420
C -1.867 -0.285 -1.269 -0.040
I -4.002 -0.135 -1.548 0.084
C -1.557 0.355 0.113 -1.394
I -0.811 -1.042 1.603 0.341
N -0.504 1.393 -0.065 0.314
C 0.713 0.970 -0.480 -0.391
C 1.742 1.845 -0.667 -0.823
C 1.525 3.199 -0.422 0.874
C 2.638 4.181 -0.647 -0.488
O 2.809 4.605 -1.732 -0.439
O 3.366 4.505 0.437 -0.183
C 4.550 3.661 0.574 -0.423
C 5.752 4.545 0.899 -0.815
C 6.248 4.375 2.342 -0.705
S 6.511 5.967 3.081 1.175
O 5.426 6.835 2.755 -0.583
O 7.818 6.447 2.748 -0.621
O 6.485 5.582 4.612 -0.456
C 0.276 3.621 -0.011 0.390
S 0.037 5.365 0.248 -0.206
C -0.765 2.695 0.175 0.844
C -2.120 3.153 0.608 -2.333
C -2.128 3.582 2.109 0.389
O -0.987 3.142 2.800 -0.555
C -3.455 3.193 2.815 -0.878
N -3.257 2.188 3.865 -0.516
H -2.082 -2.395 -0.819 0.568
H -1.699 -2.038 -2.472 0.263
H -0.428 -1.910 -1.301 0.038
H -1.374 0.280 -2.050 0.718
H -2.437 0.757 0.569 0.846
H 0.867 -0.076 -0.682 0.518
H 2.700 1.495 -1.010 0.557
H 4.349 2.945 1.368 0.311
H 4.745 3.106 -0.341 0.331
H 6.557 4.305 0.214 0.392
H 5.466 5.576 0.721 0.469
H 7.207 3.874 2.379 0.374
H 5.519 3.848 2.949 0.439
H 7.063 6.207 5.076 0.364
H 0.783 5.483 1.358 0.227
H -2.915 2.453 0.383 0.533
H -2.334 4.042 0.022 0.708
H -2.048 4.659 2.132 0.605
H -1.038 2.188 2.938 0.311
H -3.850 4.082 3.294 0.481
H -4.206 2.886 2.085 0.297
H -3.817 2.413 4.672 0.247
H -3.545 1.280 3.525 0.168
Br -2.087 -4.256 7.210 -0.132
C -1.213 -2.583 6.767 -0.556
C -1.254 -2.380 5.277 -0.464
Br 0.023 -3.535 4.363 -0.144
H -0.208 -2.623 7.174 0.377
H -1.779 -1.803 7.272 0.387
H -0.975 -1.361 5.012 0.291
H -2.230 -2.610 4.860 0.221
Br -5.173 -3.839 3.886 -0.155
C -4.759 -5.728 3.681 -0.590
C -3.288 -5.942 3.439 -0.292
Br -2.778 -5.464 1.620 -0.081
H -5.382 -6.099 2.874 0.392
H -5.060 -6.195 4.616 0.368
H -3.035 -6.994 3.544 0.360
H -2.665 -5.351 4.103 0.021
Br 1.074 -4.210 -1.522 -0.112
C -0.508 -5.325 -1.266 -0.356
C -0.721 -6.205 -2.464 -0.613
Br -1.460 -5.141 -3.912 -0.068
H -1.349 -4.662 -1.094 0.015
H -0.312 -5.902 -0.365 0.455
H -1.454 -6.981 -2.258 0.367
H 0.197 -6.659 -2.820 0.390
Br -0.748 -1.527 -5.129 -0.095
C -2.512 -1.028 -5.786 -0.532
C -3.479 -2.177 -5.680 -0.550
Br -3.156 -3.514 -7.052 -0.116
H -2.379 -0.679 -6.804 0.450
H -2.836 -0.200 -5.159 0.288
H -4.498 -1.832 -5.840 0.376
H -3.415 -2.688 -4.724 0.205
Br 1.277 -2.992 -8.324 -0.109
C 2.245 -1.313 -8.183 -0.568
C 3.618 -1.509 -7.601 -0.568
Br 3.544 -1.808 -5.678 -0.140
H 1.631 -0.647 -7.586 0.298
H 2.313 -0.931 -9.199 0.363
H 4.219 -0.612 -7.731 0.339
H 4.137 -2.359 -8.031 0.371
```

Output
* frontier orbital gap: 7.44 eV
* spin multiplicity: 1
* net charge: +1
* HOMO energy: -0.4205 hartree

3.
Molecular formula: C25H43BrNO15
Method: DFT, ωB97M-V/def2-TZVPD

Structure (XYZ):
```
85
Properties=species:S:1:pos:R:3:mulliken_charge:R:1
C 1.407 0.484 2.099 -1.222
C 1.401 -1.026 2.316 -0.356
C 0.534 -1.768 1.304 -0.884
C 1.213 -1.868 -0.065 0.250
C 1.836 -3.210 -0.345 -1.610
N 0.145 -1.528 -1.102 -0.290
Br 0.587 -1.720 -2.937 0.197
H 1.241 0.755 1.049 0.406
H 0.630 0.958 2.696 0.319
H 2.352 0.942 2.387 0.219
H 2.421 -1.421 2.267 0.245
H 1.024 -1.252 3.313 0.431
H 0.304 -2.776 1.654 0.419
H -0.422 -1.234 1.219 0.424
H 1.954 -1.073 -0.170 0.326
H 2.346 -3.248 -1.305 0.515
H 1.095 -4.011 -0.294 0.369
H 2.577 -3.395 0.433 0.410
H -0.692 -2.093 -0.939 0.399
H -0.125 -0.550 -0.987 0.434
C 5.475 1.609 5.763 -1.517
C 4.172 1.083 6.299 0.628
C 3.965 -0.420 6.293 -0.478
O 2.539 -0.534 6.163 -0.335
C 2.080 0.586 5.566 0.708
O 0.962 0.737 5.182 -0.571
O 3.060 1.502 5.460 -0.364
H 5.325 2.605 5.350 0.302
H 6.196 1.700 6.574 0.349
H 5.881 0.960 4.986 0.433
H 3.975 1.480 7.297 0.257
H 4.282 -0.928 7.198 0.304
H 4.431 -0.879 5.417 0.297
C 2.101 6.310 8.800 -1.366
C 3.354 5.765 8.164 0.462
C 3.282 4.361 7.587 -0.573
O 4.632 3.903 7.734 -0.185
C 5.196 4.582 8.774 0.537
O 6.244 4.304 9.254 -0.531
O 4.391 5.590 9.156 -0.362
H 2.370 7.031 9.571 0.367
H 1.492 6.822 8.055 0.358
H 1.507 5.519 9.258 0.343
H 3.750 6.452 7.411 0.308
H 2.996 4.307 6.540 0.332
H 2.626 3.725 8.189 0.304
C -3.355 -0.921 -5.278 -1.407
C -3.239 0.385 -4.542 0.884
C -2.986 0.327 -3.054 -0.155
O -3.561 1.539 -2.582 -0.397
C -4.552 1.892 -3.460 0.573
O -5.339 2.754 -3.261 -0.523
O -4.487 1.119 -4.565 -0.442
H -3.976 -0.780 -6.162 0.372
H -2.371 -1.258 -5.600 0.303
H -3.802 -1.696 -4.657 0.285
H -2.482 1.024 -4.995 0.083
H -1.916 0.317 -2.845 0.150
H -3.493 -0.521 -2.583 0.202
C -4.869 -7.187 -2.784 -1.379
C -3.893 -6.060 -2.566 0.488
C -4.474 -4.687 -2.275 -0.520
O -3.467 -3.810 -2.809 -0.191
C -2.832 -4.480 -3.813 0.585
O -2.102 -3.969 -4.601 -0.497
O -3.156 -5.781 -3.780 -0.364
H -4.421 -7.932 -3.439 0.360
H -5.109 -7.668 -1.837 0.366
H -5.792 -6.834 -3.243 0.333
H -3.154 -6.318 -1.802 0.267
H -4.620 -4.467 -1.221 0.294
H -5.403 -4.524 -2.825 0.303
C -2.944 2.373 -8.666 -1.334
C -1.539 2.075 -8.211 0.391
C -0.672 1.224 -9.127 -0.504
O 0.197 0.553 -8.196 -0.344
C -0.436 0.483 -7.016 0.544
O -0.072 -0.150 -6.068 -0.482
O -1.554 1.233 -7.030 -0.191
H -3.588 2.517 -7.799 0.309
H -2.962 3.290 -9.254 0.393
H -3.351 1.561 -9.269 0.338
H -1.004 2.988 -7.937 0.284
H -0.068 1.781 -9.835 0.306
H -1.267 0.469 -9.646 0.310
```

Output
* frontier orbital gap: 8.26 eV
* spin multiplicity: 1
* net charge: +1
* HOMO energy: -0.4581 hartree